65
Properties=species:S:1:pos:R:3:forces:R:3:nbo_charge:R:1 method="wB97M-V/def2-TZVPD" lumo_ev=-6.6024 e_homo_ev=-14.356 e_above_lowest_kcal_mol=7.1 gap_ev=7.75 charge=+2 mol_weight_g_mol=855.94
H 3.15900 -2.95987 -3.88188 0.0416 -0.0110 0.0268 0.22
N 1.83877 0.87153 0.29557 -0.2001 0.3272 0.4269 -0.30
H 4.46776 -0.22180 -1.54791 0.0114 0.0203 0.0221 0.23
F 3.82292 -1.64272 3.93709 -0.0002 0.0915 0.0208 -0.26
C -2.74548 -1.09234 -2.38107 0.2692 0.1478 -0.0382 0.15
H 0.27291 -2.52275 -1.01469 -0.0444 -0.0152 -0.0431 0.18
C -2.92086 3.61190 1.02241 -0.0257 -0.0262 -0.0496 -0.07
H 1.41897 -2.54370 4.35044 0.0075 -0.0298 -0.0166 0.28
F 4.11725 0.13120 1.97633 -0.0213 -0.0063 0.0504 -0.28
C 3.08678 1.00625 -0.48406 0.1435 -0.3414 -0.3885 -0.25
C -0.41189 3.09977 3.72617 -0.0467 0.0206 0.1217 -0.26
C 3.63845 -1.98208 -3.85219 0.0250 0.0895 0.0454 -0.64
C 2.42297 -2.50117 -1.25241 -0.3445 0.0459 -0.0058 -0.23
C 0.56293 2.45111 1.59787 -0.1595 -0.0260 0.6349 0.23
C 1.05365 -3.09830 -1.52900 0.1665 0.0760 -0.0508 -0.61
C -4.88345 -1.33846 -1.39971 0.1276 0.0154 -0.0565 -0.11
C -1.76600 3.22080 1.72667 0.1033 -0.1056 -0.0632 -0.13
H -6.32265 -0.72704 0.72534 -0.0206 0.0278 0.0227 0.24
C 2.91960 -0.40441 2.18303 0.0487 0.0522 -0.0209 0.33
C -0.69092 2.67256 0.98213 -0.0863 0.0970 0.0794 0.14
H 3.79789 -1.67164 -4.88435 0.0452 -0.0065 0.0101 0.25
H -4.91815 -0.71166 1.79183 -0.0282 0.0057 0.0146 0.24
C 3.55769 -0.36140 -0.95849 0.1091 -0.0561 0.0789 -0.25
H 2.84790 1.66997 -1.32131 0.0132 -0.0031 -0.0013 0.22
H 3.86834 1.48340 0.10344 -0.1156 0.0680 0.0692 0.26
H 2.58031 -2.49992 -0.17394 0.0522 0.0016 0.0173 0.20
C 0.60875 -0.64242 1.68652 0.0835 -0.0214 -0.1520 0.29
O 1.69181 2.21812 0.86429 0.1940 0.0534 -0.4830 -0.37
N -2.28500 -0.40302 -1.34172 0.2404 -0.0730 0.0871 -0.60
H -0.28784 3.23047 4.79180 0.0230 0.0034 -0.0066 0.27
H 1.01040 -4.11896 -1.15071 -0.0406 -0.0117 -0.0139 0.25
H -4.34876 -2.16185 -3.32001 0.0328 0.0318 -0.0284 0.26
C 1.83839 -0.06543 1.37901 -0.3208 -0.2949 0.0450 0.04
C 0.44342 -1.51686 2.73803 -0.0267 -0.0217 -0.0019 0.36
C 2.76091 -0.93806 -3.17332 -0.2484 -0.1481 -0.1335 -0.22
C -5.33292 -0.30129 0.87033 0.1048 -0.0698 0.0193 -0.64
F -0.75766 -2.03041 2.97535 -0.0162 0.0273 -0.0215 -0.28
C 0.67863 2.66143 2.95261 0.2531 -0.0658 -0.1120 -0.07
Br -3.03788 3.96575 4.19613 0.0807 0.0204 -0.0734 0.16
F -0.46618 -0.35252 0.88528 0.3199 -0.1284 0.1096 -0.34
C 2.76181 -1.31145 3.22217 -0.0496 -0.0938 -0.0020 0.37
Br 2.33192 2.42910 3.81383 -0.1106 0.1082 0.0211 0.17
C -4.44018 -0.61546 -0.29568 -0.0540 0.0343 -0.0085 -0.02
C -2.99230 3.42166 -0.33153 -0.0596 0.0410 -0.0297 -0.26
H -5.43537 0.77627 1.00279 -0.0271 0.0040 -0.0084 0.23
C -1.60232 3.38376 3.13022 -0.0863 0.0137 0.0872 -0.02
C -4.02604 -1.59358 -2.45990 -0.1365 -0.0337 0.0277 -0.25
Sn 0.15358 0.49432 -1.49785 0.0780 0.0842 0.0274 1.52
C 1.52998 -1.86011 3.51925 0.0119 0.0251 -0.0025 -0.28
H -2.70224 0.34415 0.53106 -0.0922 0.0411 -0.0455 0.21
H 1.79663 -0.93397 -3.68694 -0.1471 0.0485 -0.0063 0.19
Br -1.53264 -1.33463 -3.81905 -0.0889 -0.0680 -0.0382 0.14
H 3.20188 -3.12632 -1.69397 0.0515 0.0333 0.0532 0.21
H -5.90098 -1.70577 -1.43886 -0.0069 -0.0047 0.0232 0.25
H 3.84608 -0.94429 -0.08750 0.1000 -0.0371 -0.0650 0.22
H -1.98436 2.54622 -2.02567 -0.0899 -0.0611 0.0126 0.22
H 0.82960 -3.12593 -2.59418 -0.0625 0.0082 -0.0437 0.22
H 4.61466 -2.07777 -3.37544 0.0087 -0.0195 0.0008 0.22
H -3.73470 4.08524 1.55506 0.0051 -0.0236 0.0310 0.26
N 2.53172 -1.09915 -1.71398 -0.0100 0.2119 0.2386 -0.51
N -0.83251 2.38437 -0.33855 -0.1492 -0.1625 -0.3921 -0.62
H -3.84470 3.75326 -0.90663 -0.0010 -0.0261 -0.0018 0.26
C -3.12201 -0.18710 -0.31726 0.0511 0.0029 0.0774 0.05
C -1.93876 2.76182 -0.96165 0.2271 0.0878 -0.0995 0.10
H 3.20048 0.05115 -3.32063 -0.1125 0.0255 0.0013 0.21